DFT (wB97M-V/def2-TZVPD) results for the ion C3H9N2O2 with charge +1 in a non-equilibrium geometry.

## Properties
- LUMO energy (eV) = -3.43
- calculated total energy (eV) = -10322.8452
- SMILES string = CCOC(=[NH2+])ON
- HOMO energy (hartree) = -0.5893
- HOMO-LUMO gap (Eh) = 0.4634

ORCA input file:
```
! RIJCOSX wB97M-V def2-TZVPD def2/J DEFGRID3
* xyz 1 1
C -0.003 -1.008 -0.041
C -0.064 1.768 1.350
C 1.057 0.948 0.902
N -0.580 -0.713 -2.575
N -0.553 -2.243 0.074
O -0.141 -0.322 -1.131
O 0.572 -0.427 0.920
H -0.986 1.648 0.684
H -0.361 1.331 2.328
H 0.184 2.865 1.421
H 1.761 0.981 1.734
H 1.343 1.220 -0.198
H 0.267 -0.330 -2.953
H -0.173 -2.922 0.680
H -1.274 0.007 -2.641
H -1.048 -2.805 -0.554
*
```